A cluster of 2 separate species, C2H6O3 in total in a non-equilibrium geometry. Source: the Open Molecules 2025 dataset; level of theory: ωB97M-V/def2-TZVPD.

Cartesian coordinates (Å):
C: -0.671 0.403 -1.913
C: -1.290 -0.645 -0.977
O: -1.908 -1.569 -1.456
O: -1.306 -0.337 0.368
H: -0.780 0.126 -2.976
H: 0.392 0.617 -1.713
H: -1.256 1.319 -1.727
H: -0.806 0.477 0.647
O: 2.895 0.025 3.139
H: 2.699 -0.906 3.393
H: 2.031 0.489 3.215

Results
SMILES: CC(=O)O.O
2S+1: 1
LUMO: 0.161 eV
DFT total energy: -305.52276 a.u.
Gap between HOMO and LUMO: 10.7 eV

***

An isolated molecule of C3H5NO. Source: the Open Molecules 2025 dataset; level of theory: ωB97M-V/def2-TZVPD.

Cartesian coordinates (Å):
C: -0.754 -1.034 0.178
C: -0.283 1.792 0.309
N: 0.788 1.179 -0.024
C: 1.312 0.044 -0.202
O: 0.552 -1.068 -0.381
H: -0.735 -1.467 1.180
H: -1.405 -1.601 -0.489
H: -0.723 2.285 -0.579
H: -1.130 -0.002 0.306
H: 2.378 -0.129 -0.297

Results
2S+1: 1
LUMO: 0.825 eV
DFT total energy: -247.17869 a.u.
Gap between HOMO and LUMO: 8.9 eV

***

Repeat the first record exactly.
A cluster of 2 separate species, C2H6O3 in total in a non-equilibrium geometry. Source: the Open Molecules 2025 dataset; level of theory: ωB97M-V/def2-TZVPD.

Cartesian coordinates (Å):
C: -0.671 0.403 -1.913
C: -1.290 -0.645 -0.977
O: -1.908 -1.569 -1.456
O: -1.306 -0.337 0.368
H: -0.780 0.126 -2.976
H: 0.392 0.617 -1.713
H: -1.256 1.319 -1.727
H: -0.806 0.477 0.647
O: 2.895 0.025 3.139
H: 2.699 -0.906 3.393
H: 2.031 0.489 3.215

Results
SMILES: CC(=O)O.O
2S+1: 1
LUMO: 0.161 eV
DFT total energy: -305.52276 a.u.
Gap between HOMO and LUMO: 10.7 eV

***

The highest DFT total energy belongs to which entry?
C3H5NO

***

What did the second record say?
An isolated molecule of C3H5NO. Source: the Open Molecules 2025 dataset; level of theory: ωB97M-V/def2-TZVPD.

Cartesian coordinates (Å):
C: -0.754 -1.034 0.178
C: -0.283 1.792 0.309
N: 0.788 1.179 -0.024
C: 1.312 0.044 -0.202
O: 0.552 -1.068 -0.381
H: -0.735 -1.467 1.180
H: -1.405 -1.601 -0.489
H: -0.723 2.285 -0.579
H: -1.130 -0.002 0.306
H: 2.378 -0.129 -0.297

Results
2S+1: 1
LUMO: 0.825 eV
DFT total energy: -247.17869 a.u.
Gap between HOMO and LUMO: 8.9 eV